Record 1
Entry from the OMol25 dataset: 6 unconnected molecules or ions with the total composition C20H57N5O6 at a distorted geometry (ωB97M-V/def2-TZVPD).

Spin multiplicity   1
Largest force on an atom   1.9 eV Å⁻¹
Energy relative to the best compared isomer or geometry (same formula, charge and spin)   37.95 kcal per mole
SMILES   COC[C@H](C)N.COC[C@H](C)N.COC[C@H](C)N.COC[C@H](C)N.COC[C@H](C)N.O
E_HOMO   -8.78 eV

```
88
Properties=species:S:1:pos:R:3:lowdin_charge:R:1
C -1.552 -0.626 -3.506 -0.10
O -0.519 0.060 -2.835 -0.23
C 0.631 0.263 -3.637 -0.19
C 1.499 1.277 -2.935 -0.43
C 2.782 1.725 -3.652 -0.04
N 1.844 0.849 -1.562 0.07
H -2.290 -1.063 -2.835 0.09
H -1.130 -1.514 -3.998 0.09
H -2.001 -0.013 -4.290 0.09
H 1.134 -0.694 -3.818 0.13
H 0.312 0.693 -4.593 0.13
H 0.858 2.166 -2.847 0.12
H 2.494 2.095 -4.641 0.08
H 3.440 0.861 -3.737 0.08
H 3.247 2.571 -3.154 0.05
H 1.835 1.695 -0.986 0.05
H 0.920 0.522 -1.244 0.04
C -0.508 3.641 -0.538 -0.09
O 0.816 3.812 -1.006 -0.21
C 1.259 5.139 -1.009 -0.22
C 2.728 5.166 -1.405 -0.44
C 3.584 4.260 -0.531 -0.05
N 3.296 6.535 -1.326 0.03
H -0.594 3.783 0.544 0.09
H -0.698 2.582 -0.729 0.08
H -1.308 4.222 -1.005 0.09
H 0.662 5.788 -1.664 0.13
H 1.262 5.645 -0.029 0.13
H 2.793 4.857 -2.457 0.13
H 4.640 4.367 -0.785 0.08
H 3.403 3.201 -0.731 0.06
H 3.395 4.386 0.535 0.09
H 2.913 7.110 -2.076 0.07
H 4.250 6.418 -1.664 0.07
C -5.355 2.440 0.373 -0.11
O -4.878 2.189 1.683 -0.18
C -3.614 1.574 1.643 -0.22
C -3.147 1.103 3.015 -0.42
C -3.027 2.203 4.082 -0.05
N -1.879 0.379 2.879 0.06
H -6.383 2.779 0.399 0.09
H -5.151 1.632 -0.340 0.08
H -4.681 3.216 -0.032 0.08
H -3.610 0.652 1.046 0.12
H -2.900 2.263 1.170 0.12
H -3.911 0.401 3.374 0.13
H -3.900 2.850 3.992 0.07
H -2.104 2.758 3.915 0.07
H -2.945 1.738 5.063 0.07
H -1.713 -0.008 1.959 0.02
H -1.908 -0.409 3.503 0.04
C 1.981 -2.608 -0.789 -0.08
O 2.625 -3.878 -0.930 -0.19
C 3.530 -3.889 -1.996 -0.23
C 4.880 -3.218 -1.698 -0.44
C 5.862 -3.295 -2.840 -0.07
N 5.504 -3.837 -0.485 0.03
H 1.451 -2.493 -1.738 0.08
H 2.677 -1.811 -0.534 0.08
H 1.241 -2.616 0.011 0.07
H 3.750 -4.942 -2.203 0.13
H 3.074 -3.503 -2.917 0.12
H 4.658 -2.188 -1.390 0.12
H 5.665 -2.466 -3.522 0.08
H 5.777 -4.272 -3.329 0.08
H 6.900 -3.342 -2.514 0.07
H 4.773 -4.139 0.153 0.06
H 6.005 -3.062 -0.069 0.07
C -0.849 -3.030 3.089 -0.10
O -2.108 -2.537 2.703 -0.23
C -3.143 -2.668 3.650 -0.22
C -3.579 -4.099 4.008 -0.45
C -3.815 -4.877 2.731 -0.06
N -4.818 -4.037 4.777 0.03
H -0.217 -2.962 2.201 0.08
H -0.876 -4.101 3.325 0.09
H -0.403 -2.482 3.926 0.10
H -2.943 -2.148 4.598 0.13
H -4.021 -2.234 3.169 0.13
H -2.860 -4.648 4.620 0.13
H -4.046 -5.923 2.935 0.08
H -2.974 -4.793 2.045 0.07
H -4.686 -4.483 2.195 0.08
H -5.613 -3.721 4.233 0.07
H -4.751 -3.399 5.563 0.07
O -0.933 -0.246 -0.056 -0.05
H -1.189 -0.531 -0.942 0.02
H -0.825 -1.064 0.446 0.03
```

Record 2
Entry from the OMol25 dataset: 8 unconnected molecules or ions with the total composition C20H57NO12 at a distorted geometry (ωB97M-V/def2-TZVPD).

Spin multiplicity   1
Largest force on an atom   12.6 eV Å⁻¹
Energy relative to the best compared isomer or geometry (same formula, charge and spin)   31.66 kcal per mole
SMILES   COCCNCCOC.OCCO.OCCO.OCCO.CCO.CCO.CCO.CCO
E_HOMO   -9.10 eV

```
90
Properties=species:S:1:pos:R:3:lowdin_charge:R:1
C -9.511 -0.359 -3.648 -0.16
O -8.353 -1.047 -3.521 -0.18
C -7.498 -0.404 -2.576 -0.21
C -6.098 -0.932 -2.850 -0.22
N -5.342 -0.277 -1.821 -0.04
C -3.947 -0.745 -1.997 -0.18
C -3.062 -0.551 -0.782 -0.45
O -1.925 -0.946 -0.670 -0.17
C -1.680 -2.365 -0.368 0.04
H -10.106 -0.577 -2.732 0.10
H -10.145 -0.624 -4.471 0.08
H -9.231 0.648 -3.725 0.06
H -7.785 -0.657 -1.528 0.13
H -7.587 0.677 -2.633 0.12
H -5.764 -0.653 -3.816 0.11
H -6.063 -2.047 -2.877 0.14
H -5.592 -0.496 -0.895 0.09
H -3.402 -0.345 -2.874 0.12
H -3.918 -1.840 -1.949 0.11
H -3.658 -0.811 0.051 0.12
H -3.072 0.534 -0.647 0.14
H -2.327 -2.735 0.541 0.13
H -0.623 -2.570 -0.259 0.09
H -2.082 -2.986 -1.154 0.08
O 4.270 -0.792 -0.838 -0.07
C 3.813 -1.027 0.476 -0.27
C 2.494 -1.571 0.370 -0.19
O 1.927 -1.478 1.727 -0.09
H 3.833 -0.011 -1.230 0.03
H 4.563 -1.660 0.942 0.14
H 3.669 -0.119 0.939 0.08
H 2.371 -2.566 0.080 0.11
H 1.881 -0.920 -0.321 0.13
H 1.817 -0.565 1.877 0.00
O 7.709 1.734 1.012 -0.09
C 6.361 2.097 0.884 -0.26
C 5.858 1.630 2.226 -0.22
O 4.493 2.048 2.411 -0.06
H 8.229 2.499 0.646 0.12
H 6.282 3.144 0.747 0.11
H 5.972 1.575 -0.042 0.13
H 6.569 1.974 2.940 0.11
H 5.890 0.562 2.149 0.11
H 4.188 1.666 3.203 0.01
O 2.509 4.084 -2.892 -0.07
C 2.454 2.696 -3.337 -0.21
C 2.921 1.878 -2.197 -0.19
O 2.701 0.477 -2.522 -0.10
H 2.292 4.690 -3.605 0.08
H 1.424 2.480 -3.607 0.10
H 3.062 2.532 -4.176 0.11
H 2.459 2.116 -1.276 0.10
H 4.028 1.885 -2.065 0.14
H 1.732 0.306 -2.483 0.05
C -0.472 0.857 1.595 -0.11
C 0.384 1.537 0.720 -0.37
O 1.671 1.461 1.241 -0.06
H -0.299 -0.226 1.751 0.07
H -1.455 0.945 1.116 0.08
H -0.678 1.461 2.577 0.14
H 0.215 2.612 0.580 0.14
H 0.309 1.072 -0.245 0.09
H 2.080 2.285 0.995 0.08
C -0.726 -1.428 4.031 -0.12
C -2.086 -1.574 3.592 -0.32
O -2.351 -2.913 3.081 -0.07
H -0.133 -1.716 3.162 0.07
H -0.559 -2.117 4.902 0.11
H -0.498 -0.413 4.285 0.07
H -2.319 -0.916 2.743 0.10
H -2.878 -1.372 4.340 0.12
H -2.264 -3.444 3.817 0.03
C 0.096 0.306 -4.530 -0.11
C -0.243 -0.628 -3.456 -0.35
O 0.003 -0.198 -2.171 -0.08
H 1.226 0.386 -4.767 0.11
H -0.297 1.261 -4.312 0.06
H -0.478 -0.097 -5.402 0.10
H 0.275 -1.551 -3.651 0.12
H -1.354 -0.691 -3.693 0.12
H -0.751 -0.407 -1.658 0.01
C 2.698 -1.339 4.744 -0.09
C 2.441 0.071 4.977 -0.36
O 3.672 0.669 4.902 -0.06
H 3.145 -1.710 5.646 0.08
H 3.305 -1.571 3.842 0.10
H 1.759 -1.867 4.684 0.05
H 1.876 0.290 5.891 0.13
H 1.905 0.577 4.151 0.11
H 3.804 1.173 5.683 0.09
```

Record 3
Entry from the OMol25 dataset: a molecular structure, C20H58AlClFN16O10 at a distorted geometry (ωB97M-V/def2-TZVPD).

Spin multiplicity   1
Largest force on an atom   2.9 eV Å⁻¹
Net charge   -1
E_HOMO   -4.33 eV

```
107
Properties=species:S:1:pos:R:3:lowdin_charge:R:1
C 6.579 5.453 2.588 -0.12
C 5.595 4.506 1.630 -0.27
O 4.940 3.464 2.437 -0.30
C 3.509 3.328 2.126 -0.26
Al 3.124 1.865 0.680 0.28
C 4.327 2.324 -0.917 -0.19
C 4.442 1.157 -2.063 -0.43
C 5.178 -0.232 -1.552 -0.08
O 3.147 0.889 -2.771 -0.16
C 1.096 2.113 0.227 -0.20
C 0.176 2.383 1.576 -0.35
C -1.118 1.323 1.555 -0.10
F -0.309 3.778 1.710 -0.16
C 3.478 0.038 1.543 -0.62
Cl 1.845 -0.556 2.288 0.45
C 4.549 0.047 2.784 -0.31
C 6.043 -0.531 2.306 -0.15
H 7.481 4.802 3.021 0.08
H 7.034 6.259 1.872 0.06
H 5.986 5.921 3.512 0.09
H 6.321 3.960 0.871 0.10
H 4.872 5.166 0.989 0.12
H 2.903 2.983 3.093 0.08
H 3.007 4.305 1.723 0.07
H 3.824 3.265 -1.453 0.08
H 5.417 2.665 -0.644 0.06
H 5.156 1.596 -2.913 0.12
H 6.069 -0.571 -2.238 0.07
H 4.339 -1.075 -1.444 0.09
H 5.531 -0.019 -0.434 0.06
H 3.238 1.336 -3.685 0.12
H 0.750 1.093 -0.286 0.06
H 1.004 3.035 -0.525 0.08
H 0.752 2.125 2.589 0.11
H -1.327 1.025 0.429 0.08
H -2.110 1.818 1.956 0.06
H -0.850 0.336 2.170 0.04
H 3.806 -0.812 0.807 0.04
H 4.616 1.053 3.379 0.10
H 4.157 -0.766 3.565 0.08
H 6.635 -0.990 3.222 0.07
H 6.657 0.329 1.788 0.07
H 5.869 -1.429 1.540 0.07
C 0.888 -1.783 -4.580 -0.72
O -0.061 -1.161 -4.129 0.02
N 0.743 -2.818 -5.427 0.15
N 2.163 -1.490 -4.269 0.15
H 1.512 -3.342 -5.808 0.09
H -0.201 -3.072 -5.687 0.06
H 2.316 -0.718 -3.633 0.06
H 2.958 -1.991 -4.629 0.09
C -1.772 -5.732 -6.275 -0.70
O -1.208 -4.668 -6.481 0.01
N -3.105 -5.832 -6.124 0.15
N -1.110 -6.899 -6.181 0.16
H -3.586 -6.698 -5.954 0.10
H -3.641 -4.976 -6.189 0.11
H -0.104 -6.868 -6.288 0.09
H -1.556 -7.785 -6.011 0.10
C -5.268 3.284 1.764 -0.72
O -5.095 2.296 1.068 0.01
N -4.256 4.069 2.177 0.16
N -6.485 3.676 2.182 0.16
H -4.378 4.886 2.751 0.09
H -3.323 3.809 1.885 0.09
H -7.274 3.113 1.893 0.08
H -6.647 4.487 2.755 0.09
C -9.210 0.736 1.127 -0.72
O -9.060 1.929 0.918 0.01
N -10.306 0.235 1.726 0.14
N -8.294 -0.185 0.777 0.17
H -10.448 -0.745 1.907 0.10
H -11.020 0.894 2.005 0.11
H -7.454 0.150 0.324 0.11
H -8.400 -1.172 0.941 0.09
C -5.326 -2.377 -0.131 -0.73
O -6.282 -3.040 0.238 -0.01
N -4.667 -1.534 0.685 0.18
N -4.845 -2.429 -1.386 0.15
H -3.877 -0.980 0.400 0.11
H -4.996 -1.465 1.639 0.11
H -5.312 -3.051 -2.032 0.11
H -4.058 -1.891 -1.708 0.11
C -2.757 -1.930 4.045 -0.73
O -2.606 -0.737 3.836 0.02
N -3.852 -2.431 4.644 0.14
N -1.841 -2.851 3.696 0.16
H -3.994 -3.411 4.825 0.09
H -4.567 -1.772 4.923 0.11
H -1.001 -2.516 3.242 0.11
H -1.946 -3.838 3.859 0.10
C 2.798 -8.190 -5.178 -0.71
O 1.897 -8.317 -5.992 0.01
N 3.524 -7.063 -5.067 0.16
N 3.145 -9.165 -4.319 0.15
H 4.270 -6.939 -4.403 0.10
H 3.295 -6.304 -5.696 0.11
H 2.624 -10.030 -4.369 0.11
H 3.884 -9.079 -3.642 0.10
C 0.431 7.553 3.915 -0.73
O 1.023 8.578 4.213 0.00
N 0.536 6.979 2.702 0.16
N -0.381 6.906 4.771 0.15
H 0.056 6.135 2.438 0.08
H 1.137 7.434 2.028 0.11
H -0.488 7.305 5.694 0.11
H -0.877 6.061 4.543 0.10
```

Record 4
Entry from the OMol25 dataset: 9 unconnected molecules or ions with the total composition C20H58Cl2N2O10 at a distorted geometry (ωB97M-V/def2-TZVPD).

Spin multiplicity   1
Largest force on an atom   3.0 eV Å⁻¹
SMILES   COCCNCCOC.COCCNCCOC.ClCCCl.CO.CO.CO.CO.CO.CO
E_HOMO   -8.71 eV

```
92
Properties=species:S:1:pos:R:3:lowdin_charge:R:1
C -1.580 -0.859 -3.530 -0.12
O -2.538 -1.879 -3.281 -0.19
C -2.322 -3.096 -4.086 -0.19
C -3.162 -4.311 -3.519 -0.18
N -2.492 -4.940 -2.326 -0.06
C -3.355 -5.852 -1.598 -0.20
C -4.244 -5.049 -0.568 -0.21
O -5.194 -5.855 0.109 -0.18
C -6.035 -5.091 0.889 -0.15
H -1.830 0.025 -2.943 0.09
H -1.676 -0.698 -4.603 0.08
H -0.522 -1.085 -3.400 0.08
H -1.299 -3.462 -4.173 0.11
H -2.494 -3.007 -5.159 0.11
H -3.308 -5.033 -4.322 0.11
H -4.170 -3.932 -3.349 0.10
H -2.191 -4.263 -1.640 0.09
H -2.646 -6.338 -0.928 0.11
H -3.946 -6.570 -2.166 0.12
H -4.809 -4.258 -1.061 0.11
H -3.519 -4.650 0.141 0.12
H -6.736 -5.708 1.450 0.09
H -6.654 -4.410 0.305 0.09
H -5.486 -4.508 1.629 0.08
C 1.223 4.855 0.755 -0.09
O 1.509 6.266 0.690 -0.20
C 2.579 6.499 -0.202 -0.24
C 2.589 8.004 -0.531 -0.18
N 3.133 8.844 0.609 -0.06
C 3.394 10.218 0.348 -0.22
C 2.118 10.959 -0.217 -0.25
O 2.229 12.336 -0.383 -0.18
C 1.046 12.878 -0.975 -0.11
H 0.651 4.513 1.618 0.08
H 2.102 4.235 0.581 0.09
H 0.504 4.818 -0.064 0.08
H 2.350 6.056 -1.171 0.12
H 3.563 6.232 0.184 0.12
H 1.600 8.294 -0.887 0.11
H 3.262 8.243 -1.355 0.12
H 2.420 8.913 1.321 0.10
H 4.263 10.397 -0.285 0.11
H 3.755 10.836 1.170 0.11
H 1.189 10.740 0.309 0.12
H 1.802 10.523 -1.165 0.10
H 1.148 13.959 -1.073 0.08
H 0.150 12.760 -0.366 0.08
H 0.861 12.465 -1.967 0.09
Cl 2.961 -5.495 -3.833 0.57
C 2.095 -6.793 -3.076 -0.69
C 2.897 -8.152 -3.047 -0.58
Cl 2.687 -9.177 -4.571 0.47
H 1.066 -6.876 -3.425 0.07
H 1.962 -6.432 -2.056 0.06
H 2.769 -8.808 -2.185 0.06
H 3.927 -7.803 -2.971 0.04
C -4.939 -1.119 1.835 -0.20
O -4.380 -1.047 3.094 -0.10
H -5.736 -1.846 1.685 0.07
H -5.420 -0.194 1.517 0.08
H -4.177 -1.487 1.147 0.08
H -5.019 -1.537 3.616 0.08
C -1.037 1.072 5.305 -0.21
O -0.482 0.271 4.361 -0.11
H -0.300 1.825 5.582 0.08
H -1.888 1.602 4.877 0.08
H -1.345 0.443 6.141 0.08
H -1.177 -0.311 4.045 0.08
C 1.054 -1.935 -0.132 -0.16
O -0.134 -2.671 0.071 -0.13
H 1.688 -2.060 0.746 0.08
H 1.623 -2.219 -1.017 0.07
H 0.722 -0.908 -0.287 0.07
H -0.313 -2.655 1.014 0.07
C 4.714 0.526 -4.042 -0.16
O 5.194 1.551 -3.163 -0.13
H 4.233 -0.329 -3.567 0.07
H 3.941 1.017 -4.634 0.07
H 5.501 0.066 -4.638 0.07
H 5.711 2.166 -3.689 0.07
C 3.650 -4.310 3.938 -0.21
O 2.885 -4.827 4.941 -0.10
H 3.793 -3.247 4.134 0.09
H 4.639 -4.748 3.803 0.07
H 3.235 -4.564 2.962 0.08
H 3.164 -4.427 5.768 0.09
C -1.517 -3.872 5.330 -0.15
O -0.673 -3.856 4.174 -0.14
H -2.519 -4.081 4.958 0.08
H -1.092 -4.709 5.884 0.07
H -1.393 -3.053 6.039 0.07
H 0.197 -4.009 4.551 0.05
```